The following is a DFT calculation (wB97M-V/def2-TZVPD) of C19H14BCrNO3 as an isolated structure.

## Properties
HOMO energy (alpha / beta) = -0.69075 / -0.67661 Eh
total charge = +3
spin multiplicity = 4
strongest force on any atom = 8.76 eV Å⁻¹

CARTESIAN COORDINATES (ANGSTROEM)
O: -0.05174 1.68336 -4.67735
C: -0.66263 1.73562 -3.68214
Cr: -1.71277 1.56120 -2.11144
C: -0.69531 0.00505 -1.82863
O: -0.05812 -0.96678 -1.72403
C: -2.86781 0.45870 -3.13206
O: -3.45771 -0.28901 -3.81643
C: -2.82705 3.44907 -2.09041
C: -1.46970 3.69025 -1.83560
C: -0.79760 2.97339 -0.83571
C: -1.46956 2.00266 -0.04377
C: -0.71094 1.06130 0.77521
C: 0.05633 0.29296 1.35803
C: 0.74686 -0.61441 2.10943
C: 2.17237 -0.74561 1.95211
C: 2.95664 -1.69857 2.66162
C: 4.33619 -1.77472 2.47433
C: 4.97826 -0.90874 1.58239
C: 4.23634 0.04250 0.87625
C: 2.85619 0.12835 1.05406
C: -2.83793 1.76339 -0.33646
C: -3.50810 2.49108 -1.32884
H: -3.34278 3.97487 -2.90000
H: -0.92295 4.41514 -2.45199
H: 0.28016 3.08852 -0.69029
H: 0.22365 -1.24961 2.83773
H: 2.46284 -2.36019 3.37258
H: 4.92014 -2.51282 3.02212
H: 6.05689 -0.98261 1.43583
H: 4.72550 0.72308 0.18177
H: 2.27150 0.88171 0.52862
H: -3.33965 0.95345 0.19343
H: -4.56461 2.28905 -1.52928
H: -0.44982 -3.17181 1.95456
B: -0.94641 -4.28915 1.78954
H: -0.10869 -5.07310 1.36723
H: -1.42054 -4.70515 2.83666
C: -2.10056 -4.19258 0.72370
N: -2.95689 -4.12985 -0.07277

Here are the Mulliken charges for atoms 1 to 6, given in e: -0.107 0.439 -0.161 0.512 -0.169 0.437